{"formula": "C54H147N5O34", "method": "ωB97M-V with the def2-TZVPD basis set", "charge": -1, "energy_ev": -135431.217, "multiplicity": 2, "symbols": ["C", "O", "C", "C", "N", "C", "C", "O", "C", "H", "H", "H", "H", "H", "H", "H", "H", "H", "H", "H", "H", "H", "H", "H", "C", "O", "C", "C", "N", "C", "C", "O", "C", "H", "H", "H", "H", "H", "H", "H", "H", "H", "H", "H", "H", "H", "H", "H", "C", "O", "C", "C", "N", "C", "C", "O", "C", "H", "H", "H", "H", "H", "H", "H", "H", "H", "H", "H", "H", "H", "H", "H", "C", "O", "C", "C", "N", "C", "C", "O", "C", "H", "H", "H", "H", "H", "H", "H", "H", "H", "H", "H", "H", "H", "H", "H", "C", "O", "C", "C", "N", "C", "C", "O", "C", "H", "H", "H", "H", "H", "H", "H", "H", "H", "H", "H", "H", "H", "H", "H", "C", "C", "O", "O", "H", "H", "H", "H", "H", "H", "C", "C", "O", "O", "H", "H", "H", "H", "H", "H", "C", "C", "O", "O", "H", "H", "H", "H", "H", "H", "C", "C", "O", "O", "H", "H", "H", "H", "H", "H", "C", "C", "O", "O", "H", "H", "H", "H", "H", "H", "C", "C", "O", "O", "H", "H", "H", "H", "H", "H", "C", "C", "O", "O", "H", "H", "H", "H", "H", "H", "C", "C", "O", "O", "H", "H", "H", "H", "H", "H", "C", "C", "O", "O", "H", "H", "H", "H", "H", "H", "C", "C", "O", "O", "H", "H", "H", "H", "H", "H", "C", "C", "O", "O", "H", "H", "H", "H", "H", "H", "C", "C", "O", "O", "H", "H", "H", "H", "H", "H"], "positions_angstrom": [[0.08472, -3.24575, -3.36147], [-0.39886, -2.14680, -2.58433], [-0.52758, -2.32996, -1.19907], [-0.91155, -1.01335, -0.58106], [0.24743, -0.10688, -0.42131], [-0.17079, 1.14692, 0.07814], [1.04924, 2.05280, 0.24245], [0.96256, 3.05705, 1.25995], [2.24214, 3.67953, 1.66775], [0.16519, -2.78764, -4.34725], [-0.64294, -4.05693, -3.38570], [1.04356, -3.69172, -3.09727], [0.44685, -2.63658, -0.81886], [-1.23261, -3.14109, -1.01708], [-1.39254, -1.17851, 0.38303], [-1.69468, -0.65387, -1.24858], [0.67854, 0.02623, -1.32493], [-0.61440, 1.01857, 1.06547], [-0.89354, 1.57940, -0.61375], [1.38627, 2.48250, -0.70088], [1.83536, 1.35522, 0.53139], [2.03323, 4.33225, 2.51534], [2.55976, 4.28386, 0.81805], [3.13133, 3.06773, 1.81989], [-3.38154, 2.34803, -1.66849], [-3.30235, 1.28903, -0.70798], [-3.51160, 1.80404, 0.59486], [-4.05316, 0.74167, 1.51834], [-5.44366, 0.24785, 1.36364], [-5.82149, -1.05166, 2.03388], [-5.04556, -2.24133, 1.43623], [-5.62682, -3.50280, 1.68045], [-5.62963, -3.93929, 3.07644], [-4.38371, 2.76527, -1.76678], [-3.11401, 1.94295, -2.64442], [-2.82802, 3.27515, -1.51964], [-4.26481, 2.58729, 0.68033], [-2.55806, 2.20324, 0.94057], [-3.87847, 1.10989, 2.52928], [-3.38264, -0.11585, 1.46178], [-5.59706, 0.26806, 0.36557], [-6.87872, -1.04853, 1.76864], [-5.75332, -1.03068, 3.12155], [-4.01255, -2.24122, 1.78405], [-4.90877, -2.09778, 0.36442], [-6.33545, -3.34145, 3.65307], [-4.65663, -3.81904, 3.55279], [-5.92463, -4.98562, 3.15556], [4.87115, -0.10918, 5.98427], [4.06458, 1.02935, 5.87310], [3.57391, 1.20219, 4.59402], [2.39840, 0.21848, 4.24796], [1.32668, 0.44148, 5.18786], [0.32825, -0.62140, 5.10024], [-0.74538, -0.47550, 6.22608], [-0.03295, -0.53380, 7.48137], [-0.82235, -0.27068, 8.60325], [5.55563, -0.16813, 5.13804], [4.31097, -1.04335, 6.02478], [5.53202, 0.04840, 6.83664], [4.47683, 1.16456, 3.98458], [3.10528, 2.18024, 4.48494], [2.70305, -0.82344, 4.34637], [2.10014, 0.37459, 3.21125], [1.75522, 0.48219, 6.10155], [0.67053, -1.65465, 5.04237], [-0.19254, -0.47000, 4.15475], [-1.54784, -1.21165, 6.17905], [-1.20173, 0.50865, 6.11983], [-1.62845, -0.99422, 8.72484], [-1.27862, 0.71841, 8.56287], [-0.24333, -0.35240, 9.52312], [4.93794, 5.09199, 3.29723], [5.84943, 6.15916, 3.63068], [6.18978, 6.98728, 2.52097], [6.97496, 8.26843, 2.86015], [8.39653, 8.04775, 2.98500], [9.18917, 8.03686, 1.77750], [10.56727, 7.40097, 2.01550], [10.48065, 6.09714, 2.57650], [11.73319, 5.46504, 2.78984], [4.72373, 4.54044, 4.21267], [5.09334, 4.46880, 2.41657], [4.03556, 5.65097, 3.04950], [5.21972, 7.36000, 2.19210], [6.71746, 6.39849, 1.77064], [6.61271, 8.56181, 3.84544], [6.76906, 9.06269, 2.14261], [8.52420, 7.17257, 3.47272], [9.24663, 9.02437, 1.31965], [8.65592, 7.50473, 0.98972], [11.04893, 8.15097, 2.64287], [11.02538, 7.39445, 1.02646], [12.35818, 5.98928, 3.51279], [12.27943, 5.41658, 1.84784], [11.61970, 4.43067, 3.11435], [-3.63367, -5.25347, -5.32429], [-4.24342, -5.17217, -4.00693], [-5.66733, -5.50083, -3.99707], [-6.59511, -4.70184, -5.01166], [-6.91565, -3.33156, -4.52965], [-8.01667, -2.73741, -5.39393], [-8.47630, -1.34154, -4.94947], [-9.49713, -0.81686, -5.83259], [-10.88768, -1.02161, -5.50841], [-2.56509, -5.03905, -5.30802], [-4.12759, -4.52113, -5.96289], [-3.87741, -6.12767, -5.92800], [-6.00476, -5.31136, -2.97809], [-5.77780, -6.57378, -4.15426], [-7.56515, -5.18283, -5.13727], [-6.20474, -4.66528, -6.02869], [-7.27422, -3.29807, -3.58603], [-8.90554, -3.36740, -5.42771], [-7.71228, -2.65939, -6.43765], [-7.67244, -0.62001, -4.80354], [-8.85399, -1.61447, -3.96409], [-11.44860, -0.94642, -6.43997], [-11.21142, -0.29819, -4.76011], [-11.13657, -2.00784, -5.11658], [2.31208, 0.58492, -4.00581], [2.28182, -0.36956, -5.17811], [2.83537, -1.55751, -4.68811], [1.30258, 0.23751, -3.00597], [2.12325, 1.58744, -4.38973], [3.28786, 0.59464, -3.52015], [2.82690, -0.03342, -6.06015], [1.26804, -0.51280, -5.55204], [3.18346, -1.94730, -5.49340], [1.28395, -0.71878, -2.92383], [4.69898, 1.97241, -0.95470], [5.44933, 1.34529, 0.24333], [5.53322, 2.01449, 1.51996], [5.13207, 3.30808, -1.19184], [3.69610, 2.10284, -0.54811], [4.58797, 1.34157, -1.83665], [6.49564, 1.30847, -0.05996], [5.20728, 0.31205, 0.49216], [6.42780, 2.16668, 1.83329], [4.52749, 3.63674, -1.86122], [2.62314, -4.31321, -6.36404], [3.48719, -5.32566, -5.62785], [2.73893, -6.47058, -5.24912], [3.38545, -3.29599, -6.89442], [1.80682, -3.98451, -5.72085], [2.25778, -4.80317, -7.26657], [4.06771, -4.87019, -4.82556], [4.24385, -5.75075, -6.28729], [2.34321, -6.81520, -6.05300], [2.98186, -2.96349, -7.69949], [-1.03090, -3.31455, 3.05528], [-0.45739, -4.42607, 2.06537], [0.52102, -5.20894, 2.72035], [-1.77277, -3.74123, 4.14400], [-1.66208, -2.62146, 2.49911], [-0.20976, -2.75350, 3.50143], [-0.04444, -3.89169, 1.20980], [-1.27483, -5.08459, 1.77169], [0.84061, -5.81979, 2.05229], [-1.24367, -4.36251, 4.64964], [-4.04863, -1.70990, -2.54370], [-4.10230, -0.86547, -3.81822], [-4.37121, -1.66883, -4.96505], [-5.18441, -2.50384, -2.31301], [-3.79426, -1.03577, -1.72581], [-3.19309, -2.38522, -2.53455], [-3.11291, -0.53459, -4.13402], [-4.84908, -0.07160, -3.80440], [-5.15960, -2.19751, -4.82173], [-5.17235, -3.28740, -2.86752], [2.20310, 6.10677, 5.09531], [3.16466, 6.93127, 5.83101], [3.23549, 6.62091, 7.28961], [2.57205, 4.75089, 5.32579], [2.06490, 6.41422, 4.05875], [1.22443, 6.11657, 5.57512], [3.00332, 8.00925, 5.83752], [4.15637, 6.91044, 5.37916], [3.20744, 5.67060, 7.42279], [1.88158, 4.14332, 5.05063], [-0.28617, -7.20179, -2.77560], [-1.21539, -8.33716, -3.08295], [-2.39338, -7.75255, -3.65394], [-0.74526, -6.47083, -1.59517], [-0.17282, -6.61198, -3.68522], [0.67068, -7.68811, -2.58583], [-1.32721, -8.91749, -2.16706], [-0.79509, -8.90147, -3.91542], [-3.12772, -8.35023, -3.49541], [-1.45703, -5.89485, -1.88366], [-1.15479, 2.42790, -4.77636], [-2.22537, 3.50183, -5.07148], [-1.58710, 4.76458, -5.20076], [-0.59404, 2.66991, -3.50182], [-0.39968, 2.38231, -5.56111], [-1.68954, 1.48314, -4.67862], [-2.89031, 3.48146, -4.20803], [-2.78531, 3.34384, -5.99321], [-0.99770, 4.86124, -4.44919], [-0.00601, 1.96324, -3.22535], [-4.07522, -5.51455, -0.43651], [-4.59140, -6.93381, -0.43404], [-3.52043, -7.76769, -0.38654], [-3.18090, -5.10247, -1.51553], [-3.68239, -5.19946, 0.53019], [-4.91946, -4.82510, -0.43223], [-5.10246, -7.15730, -1.37051], [-5.25268, -7.16223, 0.40181], [-2.85515, -7.40741, -0.97746], [-3.62186, -5.12577, -2.36795], [3.40417, -2.55943, 0.90548], [3.54956, -3.39158, 2.16012], [4.68629, -4.22397, 1.84779], [2.13725, -1.80008, 1.08608], [3.15160, -3.23459, 0.08789], [4.26984, -1.92387, 0.71901], [2.65003, -3.90075, 2.50612], [3.76312, -2.73300, 3.00199], [4.35903, -4.95095, 1.31301], [1.89020, -1.39973, 0.24925], [-0.78298, 5.49396, -1.27267], [0.46231, 6.04299, -0.60501], [0.37606, 7.44214, -0.38335], [-1.07444, 6.09829, -2.61156], [-1.66871, 5.67147, -0.66269], [-0.73485, 4.40593, -1.31691], [1.37569, 5.79583, -1.14607], [0.58989, 5.55648, 0.36202], [0.35507, 7.81562, -1.26748], [-1.44860, 6.97669, -2.51141], [-0.78948, 3.34081, 5.04838], [-1.72730, 2.98162, 3.89083], [-1.34025, 3.50872, 2.64841], [0.52138, 3.02887, 4.72171], [-1.00117, 2.97184, 6.05194], [-0.75568, 4.42956, 5.00866], [-2.75155, 3.20022, 4.19288], [-1.71979, 1.90062, 3.75117], [-0.39497, 3.37306, 2.55015], [0.68921, 2.08365, 4.72216]], "forces_ev_per_a": [[-0.7060, 0.5713, -0.3559], [0.5937, 0.2052, -0.5982], [0.7952, -0.6325, 0.0932], [0.1209, -0.2159, -0.2849], [-0.3400, -2.0671, -0.2314], [-0.0278, 1.8278, 0.4177], [1.0853, -0.3511, 0.5949], [0.8898, -0.0239, 0.6593], [-1.0455, 0.1756, -1.5936], [0.1099, -0.4481, -0.1578], [-0.2381, -0.0695, 0.0119], [0.2302, 0.3948, 0.5029], [0.1850, -0.2925, 0.3471], [-0.3336, -0.0027, 0.2822], [0.1517, 0.0312, 0.2341], [-0.0682, 0.6679, 0.0169], [-0.0826, 0.1667, -0.0598], [-0.2311, 0.0257, 0.0953], [-0.3527, 0.4133, 0.2232], [-0.2110, 0.3205, -0.2928], [0.3326, -0.1098, 0.1367], [-0.0501, -0.2900, -0.0147], [-0.0163, 0.4830, -0.0712], [-0.5024, -0.9106, 0.4641], [-0.5813, -0.2577, -0.7672], [-0.6393, 1.3454, -0.5377], [-0.6829, -0.3874, 0.3999], [0.7281, -1.6265, 1.0389], [0.9990, 1.0605, 0.7566], [0.3108, 1.1448, -1.9904], [0.1335, 0.2836, 0.4537], [-0.2439, -0.9511, 0.9729], [0.0348, 0.9241, -0.8200], [-0.6161, -0.4579, 0.1725], [0.1640, -0.0833, 0.1962], [0.9317, -0.4026, 0.6356], [-0.0526, 0.5505, -0.7805], [-0.1128, 0.0209, 0.4475], [-0.3505, 0.1947, 0.2483], [0.4510, -0.2282, -0.1565], [-0.5188, -0.6935, -0.0783], [-0.1217, -0.8591, 0.1905], [0.2415, 0.4626, -0.0500], [0.2323, 0.0190, 0.5442], [-0.6199, -0.2650, -0.2171], [-0.1877, 0.0305, 0.0201], [0.3094, 0.0073, -0.2042], [-0.0017, 0.0878, -0.4590], [0.7448, 0.2549, -0.0124], [-0.3863, 0.1382, 1.5402], [-1.0632, -0.3799, -1.0904], [1.7261, 0.1687, -0.0744], [-0.4809, -0.3354, -0.0762], [-1.6706, 0.5676, 0.6091], [1.5424, 0.3768, 0.0834], [-0.0436, -0.2179, -0.7138], [-0.4745, -0.1023, 0.3268], [0.0359, -0.1001, -0.4042], [-0.0538, -0.0582, 0.2669], [-0.3683, -0.3097, 0.3069], [-0.5105, -0.2071, -1.0731], [0.3896, 0.3272, 0.3587], [0.3968, -0.2491, -0.3111], [-0.2121, 0.0394, -0.0598], [-0.1737, -0.0899, 0.4188], [0.6676, -0.0426, 0.3799], [-0.1798, -0.0009, -0.1820], [0.1505, -0.3368, -0.0847], [-0.1191, 0.2641, 0.0770], [-0.2644, -0.2154, -0.2222], [-0.0085, 0.2585, -0.0464], [0.3815, 0.1256, -0.2624], [-0.7917, 1.7403, 0.3044], [1.4786, -0.6269, 0.0691], [-1.1113, 0.4377, -0.0028], [0.0055, -1.2715, 0.7433], [0.7348, 0.4092, 0.6204], [-0.9375, -1.2143, -0.2593], [-0.8759, 0.8740, -0.4372], [-0.1639, 0.3154, 0.1527], [0.1215, 0.2608, -0.5564], [0.2883, -0.0898, -0.2503], [1.0275, -0.0773, 0.0790], [-0.6460, -0.2736, -0.0545], [-0.2147, -0.1280, -0.9264], [-0.1460, -0.0181, -0.3219], [-0.1722, 0.3832, 0.0108], [-0.0667, -0.0939, -0.0544], [0.2152, -0.0896, 0.1028], [0.5913, 0.3720, 0.4613], [-0.0174, -0.6934, -0.3476], [0.6948, -0.4417, 0.4401], [0.5207, -0.2462, -0.0120], [-0.0647, 0.1858, 0.1612], [0.1978, 0.0823, -0.1911], [-0.5185, 0.1825, 0.1300], [-1.1594, 0.8840, -0.5081], [-0.9577, -0.2726, -1.0050], [0.2146, 0.6961, -1.1011], [-0.1138, 0.2072, 1.4317], [-0.7240, 0.8195, -1.9909], [1.0767, 0.2379, -0.4907], [-0.8630, -1.0812, 0.4667], [0.2420, -0.5338, 0.4993], [0.8790, -0.1487, 0.0693], [-0.2346, -0.2202, 0.4307], [0.3858, 0.7493, 0.1992], [0.3034, -0.9429, 0.8536], [0.0001, 0.1475, 0.0843], [-0.0161, -0.1047, -0.2866], [0.0202, -0.8931, 0.2459], [0.3500, 0.2331, 0.1901], [0.1812, -0.4369, 0.3038], [-0.1991, -0.3224, 0.2448], [0.5285, -0.1772, 0.0011], [-0.0486, -0.0194, -0.4365], [-0.5633, 0.8979, 0.4632], [0.0980, 0.3912, 0.0732], [-0.1130, 0.2073, -0.1288], [0.4310, -0.3063, 0.1207], [-0.6426, 0.2077, -0.1489], [-0.0479, 0.4069, 0.6241], [0.0281, -0.3609, -0.0769], [0.8096, 1.0783, -1.0700], [-0.3768, 0.2113, 0.3795], [0.1035, -0.1817, -0.1568], [0.3317, 0.4665, 0.1693], [-0.4101, 0.0046, 0.2282], [0.4022, -1.2200, -0.2656], [-0.1895, -0.5384, -0.2977], [-1.6146, 0.7580, 2.8309], [2.9417, -0.2139, -0.2429], [-1.7643, 0.6278, -0.2124], [0.6387, -0.5268, -0.4162], [-0.5517, -0.3395, -0.2591], [0.7253, -0.1981, 0.0879], [0.2045, -0.3181, -0.4579], [-0.7238, 0.0086, -0.6099], [0.0610, -0.0993, -0.6177], [0.0809, 0.3195, -0.0812], [-0.1973, -1.4529, -0.5087], [0.7478, -0.3862, -1.0637], [-0.4545, 0.2575, 1.1152], [1.5556, 1.5375, 0.9998], [-0.1467, 0.1128, -0.0223], [-0.9112, -0.6407, 0.3182], [-0.5448, -0.2478, 0.5362], [0.3381, 0.6685, -0.4616], [-0.0863, -0.0249, -0.1252], [-0.3734, 0.2461, -0.6963], [1.5638, -0.4215, -1.1190], [-1.2586, 1.3543, 1.2697], [0.2390, 0.1528, 0.2118], [-1.1780, -0.9693, 0.6799], [0.0195, -0.0727, -0.1898], [0.5107, 0.1714, -0.7534], [0.0275, -0.0159, -0.1195], [-0.2189, 0.1326, -0.2927], [0.1336, -0.2413, 0.0914], [0.0779, -0.1243, 0.0532], [1.3467, 0.1018, -0.4080], [0.1130, -1.3794, -1.0576], [-0.0003, -0.3245, -0.3550], [-0.9902, 0.5704, 0.7802], [-0.8236, 0.0442, 0.4609], [0.3364, 0.0072, -0.5829], [0.1282, 0.7538, 0.9546], [0.1093, 0.3234, 0.4887], [-0.6074, -0.1789, 0.1955], [0.4854, 0.1699, -0.2518], [-1.7139, -1.3780, 0.9555], [1.5230, 1.1335, 2.2476], [-0.1776, 0.5968, -1.6065], [1.4337, 0.1448, -0.4728], [0.3760, -0.1394, -0.2817], [-0.3795, 0.9961, -0.0495], [-0.8394, -0.0403, -0.1671], [0.2653, -0.7806, 0.0890], [0.0407, -0.2490, -0.4479], [-0.6559, -0.2486, -0.0941], [-0.1828, -0.2747, 0.8282], [0.1572, 0.7649, -1.1385], [-0.5273, -0.1848, 0.8455], [1.1626, -0.9169, -1.2460], [-0.0135, 0.5042, 0.2200], [0.2517, 0.4836, 0.4090], [-0.5666, -0.2098, -0.1358], [0.4543, -0.5779, 0.3616], [-0.1702, -0.0109, -0.0565], [-0.5253, 0.3399, 0.1008], [-1.2140, -0.5781, -0.0618], [1.6172, 0.0892, 0.5200], [-0.3726, -0.0507, -0.3961], [0.1286, 1.2156, 0.3672], [0.0286, 0.0121, -0.0831], [0.0158, -0.4031, -0.5768], [-0.3586, 0.1802, 0.0029], [0.1322, -0.3239, 0.0897], [0.0047, 0.2351, 0.3760], [0.0677, -0.4748, -0.2495], [-1.3336, 2.1621, -0.1590], [0.0347, 0.9918, -0.8990], [1.7531, -2.1548, 0.5715], [0.0756, -0.9086, 1.8440], [0.9363, -0.5508, -0.1143], [-0.4714, 0.0403, -0.4653], [-0.7494, 0.3404, -0.2304], [-0.0460, 0.3488, 0.0650], [0.5035, 0.0371, -0.1269], [-0.3891, -0.1357, -0.5223], [-3.4252, 0.3408, 0.4969], [1.0560, 0.5998, -0.4863], [-0.3412, -0.1553, 1.0685], [1.7098, -0.4179, 0.3617], [0.7603, -0.0810, -0.3350], [-0.0732, -0.0867, -0.0290], [-0.0741, -0.4203, -0.6716], [0.6463, -0.0355, 0.0412], [0.0288, -0.0827, -0.0562], [-0.3447, 0.4580, -0.1044], [-0.7889, 0.8194, -0.6334], [-0.1851, -0.2287, 0.1935], [0.0141, -0.0985, -0.1398], [1.0380, -1.3010, 1.2256], [0.0911, 0.3081, 0.2906], [0.2386, 0.0254, -0.8230], [0.0142, 0.0003, -0.4515], [-0.2985, 0.0523, 0.1193], [0.0522, 0.3583, -0.0540], [-0.1136, -0.0665, 0.3352], [-0.0278, 1.2206, -1.1379], [0.1316, -1.5241, 0.6940], [-0.9357, 0.9879, 0.6107], [1.1431, 0.6684, -0.7654], [-0.7064, -0.0764, -0.0855], [-0.4332, 0.2927, 0.6989], [-0.1097, 0.5853, -0.4852], [-0.0110, -0.5997, 0.3460], [0.5221, -0.2149, -0.3124], [0.2103, -1.2239, 0.4409]]}